No. 1
Computed, not measured: C22H29BCoF4N4O5Si as an isolated structure, with ωB97M-V/def2-TZVPD.

```
! RIJCOSX wB97M-V def2-TZVPD def2/J DEFGRID3
* xyz -2 2
Co 0.358 -0.637 -0.187
C 3.840 -0.373 0.636
C 2.819 0.280 1.521
C 3.202 0.937 2.684
C 2.208 1.472 3.504
C 0.882 1.354 3.173
C 0.525 0.688 1.968
N 1.534 0.179 1.180
N -0.676 0.432 1.486
Si -2.233 0.739 2.094
C -2.498 2.553 2.575
C -2.613 -0.317 3.605
C -3.474 0.348 0.742
H 4.686 0.295 0.469
H 3.412 -0.640 -0.322
H 4.220 -1.278 1.118
H 4.251 1.010 2.938
H 2.485 1.977 4.424
H 0.104 1.748 3.813
H -1.935 2.845 3.464
H -3.557 2.746 2.773
H -2.183 3.200 1.751
H -1.867 -0.151 4.388
H -2.582 -1.377 3.343
H -3.600 -0.096 4.021
H -3.640 1.219 0.102
H -4.444 0.050 1.151
H -3.107 -0.465 0.113
O 0.076 -6.655 3.209
C -0.681 -6.296 2.284
O -1.621 -6.903 1.739
C -0.344 -4.911 1.669
C 0.714 -4.160 2.163
C 0.996 -2.922 1.616
N 0.284 -2.412 0.611
C -0.742 -3.127 0.121
C -1.082 -4.370 0.622
C -1.505 -2.443 -0.997
O -2.475 -2.980 -1.509
O -1.025 -1.287 -1.310
H 1.295 -4.564 2.981
H 1.806 -2.304 1.984
H -1.918 -4.913 0.206
O 0.432 1.237 -1.122
C -0.400 1.984 -1.594
C -1.642 1.525 -2.297
C -1.178 1.298 -3.755
C -0.349 2.419 -4.417
C 1.067 2.640 -3.848
C 1.114 3.518 -2.588
N -0.104 3.331 -1.774
H -2.414 2.300 -2.247
H -2.005 0.590 -1.878
H -2.068 1.115 -4.362
H -0.583 0.383 -3.773
H -0.917 3.362 -4.426
H -0.239 2.136 -5.466
H 1.701 3.094 -4.615
H 1.507 1.666 -3.633
H 1.157 4.580 -2.840
H 1.988 3.276 -1.987
H -0.881 3.783 -2.235
F 3.726 -1.544 -3.328
B 2.791 -0.551 -3.022
F 1.990 -0.976 -1.922
F 1.966 -0.297 -4.132
F 3.451 0.640 -2.655
*
```

Energy relative to the best compared isomer or geometry (same formula, charge and spin) = 2.8 kcal per mole
Energy = -96547.519 eV
Frontier orbital gap (alpha / beta) = 7.0997 / 7.0594 eV
E_LUMO (alpha / beta) = 4.29 / 4.29 eV
Highest occupied orbital energy (alpha / beta) = -2.81 / -2.77 eV

Results of the Löwdin charge analysis, in e, for atoms 1 through 5: Co 0.592; C -0.014; C -0.320; C -0.081; C -0.108

No. 2
Computed, not measured: C22H29BCoIN6Te as an isolated structure, with ωB97M-V/def2-TZVPD.

```
! RIJCOSX wB97M-V def2-TZVPD def2/J DEFGRID3
* xyz -1 2
Co -0.528 0.221 -0.091
C -0.956 -3.394 1.033
C 0.411 -2.838 0.820
C 1.642 -3.506 0.932
C 2.600 -2.559 0.623
C 4.086 -2.712 0.588
N 1.957 -1.407 0.352
N 0.619 -1.579 0.472
B 2.558 -0.072 -0.128
N 2.113 1.029 0.863
N 0.836 1.046 1.302
C 0.761 1.926 2.286
C -0.524 2.199 2.993
C 2.033 2.479 2.515
C 2.867 1.875 1.594
C 4.328 2.092 1.371
N 2.005 0.203 -1.540
N 0.690 0.012 -1.794
C 0.488 0.275 -3.077
C -0.860 0.157 -3.701
C 1.707 0.642 -3.674
C 2.645 0.591 -2.660
C 4.111 0.867 -2.722
H -0.888 -4.437 1.341
H -1.543 -3.338 0.116
H -1.493 -2.833 1.798
H 1.811 -4.535 1.203
H 4.344 -3.729 0.880
H 4.568 -2.019 1.278
H 4.485 -2.525 -0.410
H 3.751 -0.129 -0.160
H -1.312 1.580 2.562
H -0.811 3.247 2.889
H -0.429 1.976 4.057
H 2.305 3.213 3.256
H 4.672 2.913 1.996
H 4.533 2.335 0.328
H 4.900 1.195 1.620
H -1.580 -0.196 -2.962
H -0.838 -0.534 -4.546
H -1.196 1.130 -4.060
H 1.873 0.925 -4.701
H 4.384 1.169 -3.731
H 4.691 -0.017 -2.453
H 4.387 1.663 -2.028
Te -3.007 -0.165 0.149
C -3.791 -2.001 0.891
C -4.159 -2.134 2.229
C -4.834 -3.260 2.683
C -5.152 -4.287 1.806
C -4.775 -4.178 0.473
C -4.101 -3.051 0.026
H -3.921 -1.337 2.923
H -5.124 -3.329 3.726
H -5.699 -5.156 2.152
H -5.022 -4.971 -0.224
H -3.818 -2.977 -1.018
I -2.561 2.930 -1.809
C -0.847 2.232 -0.648
H -0.881 2.898 0.214
H -0.008 2.544 -1.273
*
```

Energy = -85927.068 eV
Frontier orbital gap (alpha / beta) = 6.2895 / 6.2993 eV
E_LUMO (alpha / beta) = 2.50 / 2.50 eV
Highest occupied orbital energy (alpha / beta) = -3.79 / -3.80 eV

Results of the natural (NBO) charge analysis, in e, for atoms 1 through 5: Co 0.915; C -0.641; C 0.181; C -0.368; C 0.183

No. 3
Computed, not measured: a 5-piece molecular cluster, C22H29ClIN2O9 overall, with ωB97M-V/def2-TZVPD.

```
! RIJCOSX wB97M-V def2-TZVPD def2/J DEFGRID3
* xyz 1 1
O 7.307 2.759 2.375
C 6.344 3.312 1.998
I 5.340 4.716 3.314
C 5.748 3.095 0.598
N 4.274 3.191 0.703
C 3.648 4.247 0.226
C 2.266 4.382 0.383
Cl 1.454 5.749 -0.200
C 1.631 3.368 1.054
C 2.397 2.283 1.477
N 3.699 2.162 1.318
H 6.105 3.833 -0.115
H 5.953 2.086 0.251
H 4.222 5.012 -0.278
H 0.571 3.376 1.265
H 1.887 1.472 1.986
O -0.125 0.883 2.639
C -1.212 0.724 2.137
O -2.097 -0.159 2.593
C -3.262 -0.218 1.727
C -3.259 1.117 0.995
C -1.764 1.422 0.905
H -3.146 -1.068 1.056
H -4.142 -0.376 2.334
H -3.766 1.074 0.036
H -3.751 1.876 1.605
H -1.308 0.976 0.018
H -1.550 2.488 0.936
O 5.516 1.606 -2.768
C 5.133 0.539 -2.369
O 3.852 0.138 -2.440
C 3.685 -1.140 -1.777
C 5.077 -1.758 -1.767
C 5.973 -0.525 -1.686
H 3.306 -0.953 -0.768
H 2.963 -1.744 -2.314
H 5.224 -2.468 -0.957
H 5.253 -2.279 -2.708
H 6.151 -0.220 -0.652
H 6.922 -0.651 -2.200
O -5.779 -1.691 1.166
C -6.382 -1.341 0.192
O -5.903 -0.410 -0.666
C -6.885 -0.116 -1.683
C -7.795 -1.336 -1.718
C -7.751 -1.803 -0.264
H -7.417 0.792 -1.391
H -6.372 0.063 -2.624
H -8.794 -1.112 -2.085
H -7.363 -2.101 -2.364
H -8.503 -1.309 0.352
H -7.842 -2.880 -0.159
O 1.190 -2.740 -1.870
C 0.369 -3.125 -1.085
O -0.490 -4.127 -1.329
C -1.411 -4.269 -0.226
C -0.710 -3.631 0.969
C 0.119 -2.542 0.289
H -2.336 -3.752 -0.489
H -1.626 -5.324 -0.084
H -1.401 -3.265 1.725
H -0.046 -4.354 1.443
H -0.445 -1.615 0.167
H 1.056 -2.341 0.801
*
```

Energy = -65308.857 eV
Frontier orbital gap = 7.6440 eV
E_LUMO = -4.72 eV
Highest occupied orbital energy = -12.36 eV

Results of the natural (NBO) charge analysis, in e, for atoms 1 through 5: O -0.435; C 0.462; I 0.060; C -0.331; N -0.063

Computed max |F|, in the same sequence as the records: 0.014 0.020 0.020 Eh/bohr.